Record 1
Molecular formula: C7H6O3S
Method: DFT, ωB97M-V/def2-TZVPD

Structure (XYZ):
```
17
Properties=species:S:1:pos:R:3:forces:R:3:mulliken_charge:R:1
C 0.02281 1.98990 0.06734 -0.2 0.7 -1.2 0.4240
C -0.43853 0.52086 -1.85148 -0.5 2.2 0.7 -0.9973
C 0.01082 0.05627 1.21196 0.9 0.8 -3.6 -0.4381
C 0.94351 -0.80545 0.35796 0.5 -2.1 -0.2 0.5645
C -1.27435 0.09093 0.44184 -2.7 0.0 0.5 0.0075
C -0.81011 0.99887 -0.66741 0.4 -1.3 0.9 0.2988
C 0.13599 -1.64371 -0.57968 -0.4 -2.0 -0.6 -0.7609
O 0.33264 3.06371 -0.34933 0.4 0.2 0.9 -0.5362
O 0.45466 1.38447 1.21238 0.2 2.1 0.1 -0.4045
O 1.53513 -1.80695 1.20177 -0.2 -1.0 0.8 -0.5225
S -1.52199 -1.56296 -0.29305 1.0 0.3 1.0 -0.0275
H -0.68182 -0.45917 -2.12895 -0.4 -0.7 -1.1 0.4452
H 0.10895 1.18849 -2.45765 0.8 0.3 -0.9 0.3422
H 0.04728 -0.35725 2.12085 -0.3 -1.1 3.8 0.5367
H 1.85368 -0.46404 -0.13269 -0.6 1.4 -0.2 0.2332
H -2.16776 0.51960 1.01143 1.2 -0.7 -0.6 0.4386
H 1.44910 -2.71355 0.83471 0.0 0.9 -0.1 0.3963
```
Forces are in eV/Å.

Results
2S+1 ... 1
Gap between HOMO and LUMO ... 8.19 eV
Charge ... 0
Highest occupied orbital energy ... -9.12 eV
Electronic energy ... -24328.93090 eV
ΔE to the lowest compared entry with this formula, charge and spin ... 384.40 kJ/mol

Record 2
Molecular formula: C25H26Cl3NO4Re
Method: DFT, ωB97M-V/def2-TZVPD

Structure (XYZ):
```
60
Properties=species:S:1:pos:R:3:forces:R:3:mulliken_charge:R:1
Re -1.61104 1.10445 -2.47720 -0.2 0.5 0.2 0.8419
C -3.25469 0.03029 0.84421 0.0 0.0 0.1 -0.2702
C -2.46991 1.10700 0.60004 0.0 0.1 0.0 -0.3036
C -2.63730 1.88290 -0.60074 0.2 -0.2 -0.1 -0.4390
C -3.68561 1.54120 -1.49989 0.2 -0.1 -0.2 -0.8002
C -4.52342 0.42063 -1.17448 0.0 0.0 0.0 -0.7680
C -4.30205 -0.32035 -0.06073 0.0 0.0 0.0 -0.5042
H -3.11618 -0.54574 1.75092 0.0 0.0 0.0 0.3611
H -1.72908 1.42296 1.32391 0.0 0.0 0.0 0.5101
H -2.22054 2.88503 -0.62597 -0.1 0.0 0.1 0.6463
H -4.04694 2.27857 -2.20297 -0.1 0.0 0.0 0.5306
H -5.35639 0.18524 -1.82578 0.0 0.0 0.0 0.3932
H -4.94628 -1.16027 0.16787 0.0 0.0 0.0 0.4222
O -2.65391 1.94210 -4.09556 0.0 0.0 -0.1 -0.4309
O -2.07192 3.02765 -3.29579 0.0 -0.1 0.1 -0.4919
Cl 0.99474 -0.25861 -3.44587 0.3 -0.1 0.1 -0.0271
C -1.57250 -3.23431 -2.84947 0.0 0.0 0.0 -2.0160
C -0.86408 -1.95351 -2.36821 0.1 -0.1 0.2 2.9670
C 0.10967 -1.65256 -3.48100 -0.2 0.0 -0.1 -1.3608
C -0.30334 -2.26135 -0.96562 0.0 0.0 0.0 -1.1061
C -1.85841 -0.78160 -2.37777 0.1 -0.2 -0.1 -0.9635
H -0.87417 -4.07188 -2.86690 0.0 0.0 0.0 0.4459
H -1.97215 -3.10106 -3.85465 0.0 0.0 0.0 0.4429
H -2.39640 -3.46811 -2.17182 0.0 0.0 0.0 0.4777
H 2.01950 0.74538 -3.34915 -0.1 0.0 -0.1 0.4206
H -2.02659 1.88932 -4.83903 0.0 0.0 0.0 0.3869
H 1.13629 -0.41457 -4.77446 0.0 0.0 0.1 0.3792
H 0.56853 -2.91632 -1.03752 0.0 0.0 0.0 0.3134
H -1.07453 -2.78728 -0.40044 0.0 0.0 0.0 0.5127
H -0.04352 -1.38408 -0.38273 0.0 0.0 0.0 -0.1895
H -2.87905 -1.16017 -2.50190 0.0 0.0 -0.1 0.5369
Cl 3.86163 -1.44057 2.03092 0.0 0.0 0.0 -0.1973
C 2.64265 -1.36960 3.26297 0.0 0.0 0.0 1.1020
C 2.87535 -2.02625 4.45715 0.0 0.0 0.0 -0.6368
C 1.89596 -2.04213 5.43702 0.0 0.0 0.0 -0.4732
C 0.69294 -1.39509 5.21710 0.0 0.0 0.0 -0.5926
C 0.48879 -0.72114 4.02541 0.0 0.0 0.0 0.9391
Cl -1.01654 0.11723 3.79507 0.0 0.0 0.0 -0.2313
C 1.44917 -0.68217 3.01120 0.0 0.0 0.0 -1.4783
N 1.23800 -0.03515 1.78676 0.0 0.0 0.0 1.0427
C 2.08613 1.07820 1.46327 0.0 0.0 0.0 0.4093
C 2.42594 2.01778 2.42746 0.0 0.0 0.0 -0.4109
C 3.24032 3.09098 2.10282 0.0 0.0 0.0 -0.6998
C 3.71366 3.23221 0.80658 0.0 0.0 0.0 -0.6981
C 3.38182 2.28798 -0.15212 0.0 0.0 0.0 -0.7443
C 2.58070 1.19939 0.16678 0.0 0.0 0.0 0.2804
C 2.27073 0.14726 -0.85863 0.0 0.0 0.0 -0.8033
C 0.96539 0.34948 -1.56830 0.1 0.0 0.0 -0.0693
O -0.11119 1.15714 -3.76074 -0.2 0.1 0.1 -0.7373
O 0.02601 0.95614 -1.07629 -0.1 0.0 -0.2 -0.3905
H 3.81673 -2.53760 4.60033 0.0 0.0 0.0 0.4392
H 2.06884 -2.56385 6.36794 0.0 0.0 0.0 0.3736
H -0.08717 -1.39362 5.96508 0.0 0.0 0.0 0.4462
H 0.26080 0.16651 1.61091 0.0 0.0 0.0 -0.5662
H 2.04421 1.90343 3.43517 0.0 0.0 0.0 0.4721
H 3.49697 3.82032 2.85973 0.0 0.0 0.0 0.4203
H 4.34475 4.07083 0.54437 0.0 0.0 0.0 0.3992
H 3.76194 2.38642 -1.16276 0.0 0.0 0.0 0.4612
H 2.17424 -0.82451 -0.36211 0.0 0.0 0.0 0.0141
H 3.07249 0.05947 -1.59441 0.0 0.0 0.0 1.0120
```
Forces are in eV/Å.

Results
2S+1 ... 2
Gap between HOMO and LUMO (spin up / spin down) ... 6.74 / 6.36 eV
Charge ... 0
Highest occupied orbital energy (spin up / spin down) ... -7.24 / -6.95 eV
Electronic energy ... -75707.28255 eV
ΔE to the lowest compared entry with this formula, charge and spin ... 1862.52 kJ/mol

Record 3
Molecular formula: C19H26N2O3
Method: DFT, ωB97M-V/def2-TZVPD

Structure (XYZ):
```
50
Properties=species:S:1:pos:R:3:forces:R:3:mulliken_charge:R:1
O -0.86958 -0.71316 -0.98455 -0.1 0.3 -0.4 -0.6868
C -0.40663 -1.62668 -0.32638 0.1 -0.7 0.3 0.3188
C 0.45999 -2.71696 -0.94670 0.1 0.3 -0.1 -0.7984
C 1.44001 -2.04001 -1.91390 -0.2 -0.1 0.2 -0.6647
C 2.05230 -0.87596 -1.15361 0.1 -0.1 -0.4 0.5478
O 2.39181 -0.98711 0.01114 0.0 -0.2 0.2 -0.6736
N 2.12156 0.32985 -1.78388 0.2 0.3 0.1 0.1732
C 2.14611 1.52889 -0.96769 -0.2 0.3 0.2 -0.9555
C 0.79342 2.21215 -1.16359 0.2 -0.2 0.6 -0.1944
O 0.64692 2.63250 -2.50561 0.0 0.1 -0.4 -0.4880
C 1.10767 1.76433 -3.44456 0.0 -0.2 -0.2 0.0042
C 0.86612 2.08145 -4.77776 0.0 0.0 0.2 -0.7332
C 1.33322 1.26777 -5.78996 0.0 0.0 0.0 -0.4809
C 2.06840 0.13353 -5.48435 0.0 -0.1 0.0 -0.7631
C 2.32348 -0.18706 -4.16503 0.0 0.2 -0.1 -0.1790
C 1.82704 0.60153 -3.13171 -0.1 0.1 -0.3 0.6806
N -0.61890 -1.75455 0.99629 -0.1 -0.1 0.3 -0.1137
C -1.29708 -0.73705 1.78136 0.1 0.0 0.1 0.1131
C -2.29840 -1.40397 2.72762 -0.2 0.2 -0.3 -0.8940
C -3.32658 -0.41284 3.27554 0.1 -0.1 0.2 -0.7452
C -2.91396 0.29103 4.57155 0.0 0.0 0.0 -0.7505
C -1.43928 0.69340 4.66548 -0.2 0.2 0.0 -0.6237
C -0.83362 1.23262 3.36822 0.2 -0.2 0.2 -1.0094
C -0.25134 0.13084 2.48553 -0.3 0.2 -0.2 -0.0509
H 1.00568 -3.25204 -0.17035 0.0 0.0 0.0 0.3419
H -0.17629 -3.41825 -1.48902 0.0 0.0 0.0 0.3845
H 0.89785 -1.67801 -2.78549 0.1 -0.1 0.1 0.5358
H 2.21035 -2.74644 -2.22537 0.0 0.0 0.0 0.3054
H 2.30357 1.23670 0.07068 0.0 0.1 -0.1 0.5064
H 2.95648 2.18694 -1.29675 0.0 0.0 0.1 0.2827
H 0.69784 3.11222 -0.55282 0.0 -0.1 0.0 0.3640
H -0.00671 1.50304 -0.91176 0.1 0.1 0.0 0.2301
H 0.30448 2.97700 -4.99058 -0.1 0.1 0.0 0.4478
H 1.13258 1.52396 -6.81879 0.0 0.0 -0.1 0.3785
H 2.45430 -0.49488 -6.27204 0.0 -0.1 -0.1 0.3906
H 2.92898 -1.04667 -3.92310 0.1 -0.1 0.0 0.4316
H -0.09451 -2.44331 1.51218 0.1 0.0 -0.2 0.3402
H -1.84394 -0.12598 1.05462 0.0 -0.1 0.1 0.3342
H -2.82139 -2.17433 2.15574 0.1 0.0 0.0 0.3773
H -1.77311 -1.89812 3.54639 0.1 -0.1 0.1 0.4034
H -4.26426 -0.93865 3.46810 0.0 0.1 -0.1 0.3755
H -3.53400 0.32982 2.50335 -0.1 0.0 -0.1 0.3832
H -3.53564 1.18276 4.67910 0.0 0.0 0.1 0.3244
H -3.13779 -0.35975 5.42030 -0.1 0.0 0.0 0.3215
H -0.84529 -0.16138 4.99490 0.1 0.0 0.1 0.3143
H -1.35461 1.45370 5.44532 0.1 -0.1 0.1 0.3923
H -1.57747 1.80475 2.81286 0.0 0.1 -0.1 0.3650
H -0.01956 1.91508 3.62306 -0.1 0.1 -0.1 0.4146
H 0.37774 0.57885 1.71284 0.1 -0.1 0.0 -0.3390
H 0.39204 -0.51153 3.09317 0.1 0.0 0.0 0.3612
```
Forces are in eV/Å.

Results
2S+1 ... 1
Gap between HOMO and LUMO ... 9.02 eV
Charge ... 0
Highest occupied orbital energy ... -8.21 eV
SMILES ... O=C(CCC(=O)N1CCOc2ccccc21)NC1CCCCCC1
Electronic energy ... -29249.03768 eV
ΔE to the lowest compared entry with this formula, charge and spin ... 55.19 kJ/mol

Record 4
Molecular formula: C6H8O2
Method: DFT, ωB97M-V/def2-TZVPD

Structure (XYZ):
```
16
Properties=species:S:1:pos:R:3:forces:R:3:mulliken_charge:R:1
C 0.97557 1.78742 0.34199 0.1 -0.2 0.0 -1.3317
C 0.87873 0.34127 -0.07458 -1.2 0.7 0.1 -0.0397
C 1.90803 -0.41607 -0.27978 1.0 -1.0 -0.2 0.5298
O 2.81176 -1.13550 -0.45304 -0.3 0.3 0.1 -0.4424
C -0.50571 -0.19739 -0.32798 0.6 -0.5 0.2 0.7919
O -1.15175 0.40813 -1.40756 -0.4 0.2 -0.1 -0.5408
C -1.37333 -0.54276 0.84487 0.0 0.2 -0.1 -0.5917
C -0.81719 -1.63633 -0.02447 0.1 -0.1 -0.1 -0.8816
H 0.55336 1.91577 1.33807 0.0 0.1 0.1 0.2889
H 0.40196 2.39935 -0.35223 0.0 0.1 0.0 0.3036
H 2.00928 2.12094 0.34825 0.0 0.2 0.0 0.4048
H -0.76491 0.09409 -2.23328 0.1 0.0 0.1 0.3738
H -0.96697 -0.41678 1.83590 0.1 0.0 0.1 0.2604
H -2.42319 -0.31314 0.75699 -0.1 0.0 -0.1 0.3096
H -0.03384 -2.26303 0.37243 0.1 0.0 0.1 0.2762
H -1.50178 -2.14597 -0.68560 -0.1 0.1 -0.1 0.2887
```
Forces are in eV/Å.

Results
2S+1 ... 1
Gap between HOMO and LUMO ... 9.52 eV
Charge ... 0
Highest occupied orbital energy ... -8.77 eV
SMILES ... CC(=C=O)C1(O)CC1
Electronic energy ... -10444.83818 eV
ΔE to the lowest compared entry with this formula, charge and spin ... 182.18 kJ/mol

Record 5
Molecular formula: C3H7NO3
Method: DFT, ωB97M-V/def2-TZVPD

Structure (XYZ):
```
14
Properties=species:S:1:pos:R:3:forces:R:3:mulliken_charge:R:1
O 2.13694 1.46413 0.55361 0.0 0.2 0.1 -0.5756
C 1.44325 0.58671 0.12399 0.3 -0.3 0.0 0.6093
O 1.81714 -0.71246 0.30025 -0.1 0.0 -0.1 -0.4602
N 0.29300 0.80340 -0.58643 -0.3 0.1 0.2 -0.1691
C -0.71069 -0.21190 -0.85102 -0.3 0.5 0.5 -0.9620
C -1.50822 -0.65160 0.39816 -0.1 -0.1 -0.4 -0.1202
O -2.86427 -0.91109 0.01397 -0.1 0.3 0.5 -0.5216
H 1.20544 -1.34548 -0.09522 0.0 0.2 0.0 0.3494
H -0.04318 1.75265 -0.48208 0.2 -0.2 -0.1 0.2538
H -0.21467 -1.02844 -1.36059 -0.2 -0.3 -0.3 0.3605
H -1.45552 0.22915 -1.51232 0.2 -0.1 -0.2 0.3743
H -1.07465 -1.54524 0.85576 0.0 0.0 0.1 0.2081
H -1.45698 0.16362 1.11394 0.0 0.1 0.2 0.3352
H -3.46290 -0.54564 0.69099 0.5 -0.3 -0.5 0.3180
```
Forces are in eV/Å.

Results
2S+1 ... 1
Gap between HOMO and LUMO ... 10.54 eV
Charge ... 0
Highest occupied orbital energy ... -10.06 eV
SMILES ... O=C(O)NCCO
Electronic energy ... -10857.20189 eV
ΔE to the lowest compared entry with this formula, charge and spin ... 112.49 kJ/mol